Entry 1:
# C18H19O7

The ion C18H19O7 with charge -1 (ωB97M-V/def2-TZVPD, OMol25).

The geometry in XYZ format:
```
44
C18H19O7 ωB97M-V/def2-TZVPD
C -1.291 2.786 0.862
C -1.717 1.600 0.017
C -1.679 1.741 -1.501
C -2.111 0.435 0.643
C -2.333 -0.968 0.019
C -1.955 -2.146 0.908
O -2.653 -3.288 0.425
C -0.393 -2.380 1.077
C -0.143 -3.795 1.656
C -0.986 -4.240 2.901
O -2.176 -4.579 2.631
O -0.451 -4.274 4.042
C 0.354 -2.429 -0.268
C 0.878 -1.083 -0.793
O 0.944 -0.890 -2.007
C 1.473 -0.151 0.175
C 2.395 0.819 -0.246
O 2.700 1.014 -1.551
C 2.931 1.710 0.676
C 2.591 1.626 2.021
C 1.669 0.647 2.439
O 1.344 0.571 3.772
C 1.130 -0.271 1.549
C 0.185 -1.325 2.019
O -0.327 -1.205 3.158
H -1.784 3.688 0.493
H -0.203 2.917 0.782
H -1.514 2.622 1.902
H -2.169 0.879 -2.004
H -2.137 2.655 -1.834
H -0.667 1.769 -1.871
H -2.242 0.479 1.755
H -3.392 -1.013 -0.272
H -1.780 -1.046 -0.924
H -2.399 -1.903 1.897
H -2.664 -3.961 1.141
H 0.906 -3.863 1.998
H -0.298 -4.547 0.897
H -0.305 -2.863 -1.022
H 1.260 -3.083 -0.214
H 2.130 0.347 -2.038
H 3.595 2.465 0.260
H 2.950 2.341 2.752
H 0.599 -0.098 3.846
```

Computed properties:
**Orbital gap**: 6.71 eV
**E_tot**: -1224.0885 hartree
**Structure (SMILES)**: CC(C)=CC[C@@H](O)[C@@]1(CC(=O)[O-])CC(=O)c2c(O)ccc(O)c2C1=O
**Total charge**: -1
**Max |F|**: 2.57 eV Å⁻¹
**Energy relative to the best compared isomer or geometry (same formula, charge and spin)**: 0.000 eV
**HOMO**: -0.1811 Ha
**Spin multiplicity**: 1

Löwdin population analysis, charges in e, atoms 1 to 6: atom 1 (C): -0.0665, atom 2 (C): -0.3244, atom 3 (C): -0.0539, atom 4 (C): -0.0411, atom 5 (C): -0.1202, atom 6 (C): -0.3121


Entry 2:
# C25H53NO14

A cluster of 5 separate species, C25H53NO14 in total (ωB97M-V/def2-TZVPD, OMol25).

The geometry in XYZ format:
```
93
C25H53NO14 ωB97M-V/def2-TZVPD
C 3.633 -2.647 -0.644
O 2.901 -2.277 -1.794
C 3.122 -0.943 -2.212
C 2.844 0.130 -1.141
N 4.117 0.698 -0.648
O 2.130 1.232 -1.645
C 0.780 0.942 -1.977
C -0.117 0.621 -0.769
C -1.347 1.512 -0.708
C -0.473 -0.877 -0.738
C -0.963 -1.297 0.644
C -1.489 -1.252 -1.824
H 3.796 -3.717 -0.624
H 3.036 -2.413 0.243
H 4.569 -2.099 -0.554
H 2.493 -0.784 -3.081
H 4.149 -0.802 -2.548
H 2.330 -0.298 -0.279
H 4.413 0.221 0.193
H 3.936 1.676 -0.453
H 0.395 1.842 -2.444
H 0.697 0.166 -2.737
H 0.486 0.825 0.116
H -1.052 2.550 -0.575
H -1.977 1.402 -1.585
H -1.928 1.243 0.169
H 0.429 -1.454 -0.931
H -0.295 -0.931 1.418
H -1.971 -0.942 0.842
H -0.987 -2.384 0.691
H -1.257 -2.241 -2.208
H -1.455 -0.558 -2.660
H -2.505 -1.296 -1.440
C 1.928 -5.573 1.473
C 1.979 -4.222 2.157
O 1.560 -4.302 3.527
C 2.457 -4.807 4.374
O 3.573 -5.169 4.102
O 1.901 -4.832 5.589
C 2.721 -5.423 6.600
H 0.934 -6.010 1.572
H 2.164 -5.471 0.414
H 2.640 -6.266 1.920
H 1.280 -3.540 1.675
H 2.972 -3.778 2.098
H 3.701 -4.951 6.635
H 2.826 -6.492 6.424
H 2.211 -5.262 7.546
C -1.161 3.185 -7.949
C -0.840 1.758 -7.555
O -1.363 1.433 -6.258
C -2.674 1.201 -6.206
O -3.440 1.222 -7.133
O -2.998 0.949 -4.933
C -4.400 0.770 -4.715
H -0.814 3.880 -7.182
H -0.678 3.434 -8.893
H -2.234 3.328 -8.065
H 0.238 1.629 -7.471
H -1.204 1.044 -8.293
H -4.805 0.009 -5.379
H -4.927 1.712 -4.859
H -4.515 0.448 -3.684
C -0.093 4.026 -3.912
C -1.564 4.249 -3.637
O -1.773 5.257 -2.636
C -1.619 6.515 -3.050
O -1.359 6.870 -4.171
O -1.819 7.321 -2.004
C -1.623 8.708 -2.285
H 0.438 3.806 -2.986
H 0.042 3.194 -4.604
H 0.370 4.913 -4.344
H -2.000 3.337 -3.234
H -2.111 4.502 -4.546
H -2.226 9.025 -3.133
H -0.570 8.909 -2.479
H -1.935 9.251 -1.397
C -0.536 -3.213 6.412
C -1.799 -2.975 7.213
O -1.511 -2.556 8.558
C -1.143 -1.283 8.695
O -1.064 -0.462 7.818
O -0.887 -1.066 9.989
C -0.417 0.251 10.282
H 0.113 -3.913 6.929
H -0.774 -3.616 5.429
H 0.021 -2.287 6.277
H -2.356 -3.905 7.315
H -2.454 -2.249 6.731
H -1.098 1.005 9.893
H 0.579 0.397 9.866
H -0.370 0.331 11.364
```

Computed properties:
**Orbital gap**: 9.83 eV
**E_tot**: -2092.4943 hartree
**Structure (SMILES)**: COC[C@@H](N)OC[C@@H](C)C(C)C.CCOC(=O)OC.CCOC(=O)OC.CCOC(=O)OC.CCOC(=O)OC
**Max |F|**: 1.05 eV Å⁻¹
**HOMO**: -0.3404 Ha
**Spin multiplicity**: 1

Löwdin population analysis, charges in e, atoms 1 to 6: atom 1 (C): -0.1011, atom 2 (O): -0.1753, atom 3 (C): -0.1526, atom 4 (C): -0.4021, atom 5 (N): 0.0728, atom 6 (O): -0.0828


Entry 3:
# C21H21ClO6

The molecule C21H21ClO6 (ωB97M-V/def2-TZVPD, OMol25).

The geometry in XYZ format:
```
49
C21H21ClO6 ωB97M-V/def2-TZVPD
C -2.743 0.181 6.474
C -3.717 0.053 5.284
O -3.205 0.785 4.165
C -2.360 0.083 3.332
O -1.826 -1.005 3.647
C -1.992 0.634 2.046
C -0.712 0.533 1.501
O 0.208 -0.190 2.188
C -0.329 1.100 0.120
C 1.144 1.646 0.260
C 2.188 0.591 -0.201
C 1.935 0.285 -1.647
C 3.022 0.117 -2.502
C 3.048 -0.231 -3.935
O 2.030 -0.075 -4.608
O 4.236 -0.716 -4.389
C 4.277 -1.141 -5.739
C 0.496 0.099 -2.136
C -0.461 -0.100 -0.930
C -1.321 2.249 -0.342
C -1.009 3.161 -1.350
C -1.925 4.161 -1.744
C -3.182 4.238 -1.158
Cl -4.440 5.382 -1.619
C -3.507 3.291 -0.180
C -2.604 2.287 0.214
C -3.015 1.334 1.278
O -4.193 1.074 1.429
H -2.718 1.204 6.815
H -1.751 -0.106 6.121
H -3.052 -0.477 7.303
H -3.820 -1.019 5.091
H -4.687 0.483 5.522
H -0.286 -0.742 2.844
H 1.267 2.570 -0.312
H 1.363 1.930 1.331
H 2.113 -0.298 0.445
H 3.200 0.984 -0.082
H 4.017 0.230 -2.080
H 4.086 -0.297 -6.388
H 3.553 -1.969 -5.900
H 5.261 -1.597 -5.962
H 0.176 0.872 -2.846
H 0.427 -0.792 -2.749
H -1.487 -0.165 -1.306
H -0.158 -1.037 -0.401
H -0.068 3.033 -1.883
H -1.620 4.786 -2.548
H -4.505 3.348 0.269
```

Computed properties:
**Orbital gap**: 9.42 eV
**E_tot**: -1724.4603 hartree
**Structure (SMILES)**: CCOC(=O)C1=C(O)C2(CCC(=CC(=O)OC)CC2)c2ccc(Cl)cc2C1=O
**Max |F|**: 3.47 eV Å⁻¹
**Energy relative to the best compared isomer or geometry (same formula, charge and spin)**: 0.000 eV
**HOMO**: -0.3465 Ha
**Spin multiplicity**: 1

Löwdin population analysis, charges in e, atoms 1 to 6: atom 1 (C): -0.0610, atom 2 (C): -0.2072, atom 3 (O): 0.0168, atom 4 (C): -0.3466, atom 5 (O): 0.0658, atom 6 (C): -0.0022


Entry 4:
# C12H18F18MgN6P3

A structure of composition C12H18F18MgN6P3 (ωB97M-V/def2-TZVPD, OMol25).

The geometry in XYZ format:
```
58
C12H18F18MgN6P3 ωB97M-V/def2-TZVPD
Mg 0.982 -0.935 2.452
P -0.251 -0.533 -0.932
F 0.739 -0.705 0.380
F -0.091 1.079 -0.722
F 1.024 -0.459 -1.904
F -1.303 -0.335 -2.114
F -0.440 -2.126 -1.017
F -1.510 -0.400 0.142
P 3.766 -2.455 1.056
F 2.255 -2.302 1.747
F 4.387 -1.924 2.483
F 3.784 -3.974 1.646
F 5.226 -2.693 0.426
F 3.140 -3.011 -0.323
F 3.656 -0.935 0.579
P -1.942 0.789 3.635
F -1.024 1.998 4.186
F -1.567 -0.134 4.905
F -3.249 1.385 4.390
F -2.826 -0.464 3.035
F -2.293 1.636 2.341
F -0.624 0.133 2.874
C 4.141 2.265 2.210
C 2.961 1.456 2.443
N 2.056 0.785 2.597
H 4.701 1.969 1.321
H 4.846 2.140 3.033
H 3.946 3.324 2.050
C -4.653 0.517 -0.584
C -4.941 1.011 0.776
N -5.094 1.436 1.830
H -5.600 0.219 -1.034
H -4.061 -0.393 -0.581
H -4.128 1.354 -1.036
C -2.417 -3.291 1.220
C -1.216 -2.849 1.909
N -0.312 -2.507 2.518
H -3.225 -3.488 1.924
H -2.237 -4.199 0.650
H -2.784 -2.503 0.567
C 3.187 1.748 -1.630
C 2.645 1.974 -2.962
N 2.175 2.184 -3.982
H 2.374 1.420 -0.976
H 3.603 2.665 -1.218
H 3.853 0.888 -1.714
C -0.383 -2.326 -4.510
C 0.046 -0.957 -4.761
N 0.362 0.129 -4.953
H -1.340 -2.363 -3.992
H 0.445 -2.727 -3.922
H -0.556 -2.872 -5.437
C -1.882 3.372 -1.423
C -1.322 2.817 -2.655
N -0.837 2.479 -3.636
H -2.946 3.171 -1.282
H -1.834 4.459 -1.529
H -1.412 3.060 -0.495
```

Computed properties:
**Orbital gap**: 10.19 eV
**E_tot**: -3819.2015 hartree
**Total charge**: -1
**Max |F|**: 2.94 eV Å⁻¹
**HOMO**: -0.3047 Ha
**Spin multiplicity**: 1

Löwdin population analysis, charges in e, atoms 1 to 6: atom 1 (Mg): 0.7351, atom 2 (P): 0.2233, atom 3 (F): -0.1988, atom 4 (F): -0.1678, atom 5 (F): -0.1171, atom 6 (F): -0.1345


Entry 5:
# C35H30F2N6OSSn

A structure of composition C35H30F2N6OSSn (ωB97M-V/def2-TZVPD, OMol25).

The geometry in XYZ format:
```
76
C35H30F2N6OSSn ωB97M-V/def2-TZVPD
Sn -0.559 -0.298 -0.284
C 1.506 4.006 0.812
C 2.575 3.839 -0.273
C 2.645 2.457 -0.869
C 3.188 1.396 -0.154
C 3.213 0.134 -0.721
C 2.685 -0.031 -1.992
C 2.174 1.085 -2.632
N 2.159 2.308 -2.103
N 0.182 3.527 0.463
C -0.382 4.153 -0.736
C -1.356 3.245 -1.453
C -1.030 2.705 -2.690
C -1.904 1.808 -3.283
C -3.063 1.462 -2.613
C -3.320 2.079 -1.397
N -2.510 2.972 -0.839
C -0.731 3.691 1.591
C -0.481 2.769 2.757
C 0.093 3.231 3.937
C 0.231 2.361 5.008
C -0.215 1.060 4.869
C -0.766 0.680 3.653
N -0.896 1.507 2.620
H 1.484 5.074 1.109
H 1.824 3.447 1.697
H 3.534 4.084 0.192
H 2.426 4.548 -1.087
H 3.565 1.555 0.850
H 3.605 -0.710 -0.169
H 2.638 -1.005 -2.461
H 1.743 0.992 -3.625
H 0.427 4.374 -1.428
H -0.876 5.106 -0.481
H -0.080 2.952 -3.143
H -1.661 1.351 -4.235
H -3.738 0.706 -2.986
H -4.216 1.830 -0.841
H -1.737 3.492 1.227
H -0.695 4.738 1.951
H 0.421 4.261 4.007
H 0.680 2.697 5.935
H -0.126 0.342 5.674
H -1.103 -0.338 3.490
O -3.107 -1.361 -1.445
N -3.108 -2.568 -0.971
C -3.449 -3.589 -1.794
C -3.457 -4.895 -1.379
C -3.087 -5.181 -0.068
C -2.734 -4.141 0.761
C -2.740 -2.808 0.329
S -2.326 -1.494 1.351
H -3.698 -3.265 -2.792
H -3.725 -5.670 -2.082
H -3.059 -6.201 0.290
H -2.416 -4.316 1.779
F 3.294 -0.817 3.764
C 2.647 -1.393 2.708
C 1.670 -0.695 2.035
C 1.016 -1.273 0.951
C 1.379 -2.573 0.509
C 2.363 -3.233 1.259
F 2.768 -4.492 0.923
C 3.006 -2.679 2.344
C 0.779 -3.066 -0.723
C 1.039 -4.288 -1.349
C 0.524 -4.582 -2.595
C -0.265 -3.591 -3.253
C -0.540 -2.434 -2.595
N -0.090 -2.155 -1.341
H 1.447 0.318 2.347
H 3.767 -3.233 2.875
H 1.667 -5.008 -0.848
H 0.734 -5.534 -3.065
H -0.667 -3.750 -4.245
H -1.183 -1.676 -3.027
```

Computed properties:
**Orbital gap (spin up / spin down)**: 4.46 / 6.94 eV
**E_tot**: -2567.7546 hartree
**Total charge**: -1
**Max |F|**: 0.20 eV Å⁻¹
**Energy relative to the best compared isomer or geometry (same formula, charge and spin)**: 0.000 eV
**HOMO (spin up / spin down)**: -0.0643 / -0.1557 Ha
**Spin multiplicity**: 2

Löwdin population analysis, charges in e, atoms 1 to 6: atom 1 (Sn): 1.0281, atom 2 (C): -0.1995, atom 3 (C): -0.1315, atom 4 (C): -0.2884, atom 5 (C): -0.0243, atom 6 (C): -0.0723


Entry 6:
# C36H36BCl5F4N7O2Re

A structure of composition C36H36BCl5F4N7O2Re (ωB97M-V/def2-TZVPD, OMol25).

The geometry in XYZ format:
```
92
C36H36BCl5F4N7O2Re ωB97M-V/def2-TZVPD
Re -0.398 -0.047 1.201
C 0.760 -3.633 -4.972
C -0.299 -3.912 -3.903
C 0.059 -5.203 -3.144
C -1.660 -4.083 -4.588
C -0.326 -2.804 -2.866
C 0.829 -2.138 -2.471
C 0.788 -1.237 -1.433
N -0.339 -0.927 -0.774
C -1.472 -1.556 -1.148
C -1.491 -2.477 -2.174
C -2.658 -1.308 -0.302
C -3.936 -1.675 -0.656
C -4.991 -1.551 0.252
C -4.670 -1.072 1.516
C -3.376 -0.691 1.807
N -2.389 -0.762 0.905
C -6.410 -1.906 -0.159
C -6.921 -0.776 -1.069
C -6.426 -3.233 -0.934
C -7.331 -2.036 1.054
H 0.728 -4.424 -5.722
H 1.772 -3.625 -4.562
H 0.580 -2.682 -5.478
H 0.061 -6.047 -3.837
H -0.664 -5.410 -2.353
H 1.046 -5.129 -2.686
H -1.567 -4.804 -5.400
H -2.018 -3.143 -5.015
H -2.419 -4.472 -3.907
H 1.783 -2.339 -2.937
H 1.689 -0.751 -1.099
H -2.414 -2.987 -2.397
H -4.115 -2.058 -1.648
H -5.417 -0.977 2.291
H -3.093 -0.326 2.781
H -6.276 -0.644 -1.941
H -6.968 0.173 -0.530
H -7.924 -1.018 -1.424
H -5.932 -3.155 -1.904
H -7.460 -3.524 -1.127
H -5.953 -4.035 -0.363
H -7.434 -1.094 1.597
H -6.981 -2.806 1.746
H -8.328 -2.319 0.715
O 1.145 0.236 4.316
C -0.023 -0.017 4.221
O -0.755 0.122 3.110
H -0.654 -0.335 5.059
Cl 1.275 1.873 -1.197
C -0.201 2.529 -0.577
C -0.856 1.927 0.516
C -1.909 2.705 1.036
Cl -2.654 2.265 2.535
C -2.374 3.882 0.448
Cl -3.701 4.743 1.110
C -1.743 4.376 -0.690
Cl -2.306 5.805 -1.439
C -0.623 3.713 -1.182
Cl 0.219 4.377 -2.520
F -0.048 -2.061 1.616
B 0.636 -3.550 1.563
F 1.365 -3.592 2.702
F -0.443 -4.371 1.480
F 1.378 -3.471 0.399
C 1.507 2.718 2.348
C 2.184 1.441 2.009
N 1.630 0.338 1.512
C 2.620 -0.630 1.422
C 3.783 -0.082 1.825
N 3.496 1.223 2.180
C 4.468 2.191 2.673
N 4.502 3.355 1.847
N 4.098 4.557 2.345
N 4.152 5.429 1.422
C 4.591 4.825 0.258
C 4.802 5.352 -1.019
C 5.236 4.479 -1.990
C 5.460 3.116 -1.710
C 5.259 2.582 -0.457
C 4.821 3.476 0.523
H 0.458 2.541 2.571
H 1.582 3.433 1.525
H 1.974 3.170 3.221
H 2.418 -1.637 1.097
H 4.776 -0.491 1.897
H 5.432 1.689 2.683
H 4.217 2.514 3.680
H 4.627 6.401 -1.222
H 5.415 4.839 -2.994
H 5.805 2.471 -2.509
H 5.432 1.532 -0.255
```

Computed properties:
**Orbital gap (spin up / spin down)**: 7.86 / 6.90 eV
**E_tot**: -4730.8847 hartree
**Total charge**: +1
**Max |F|**: 0.33 eV Å⁻¹
**Energy relative to the best compared isomer or geometry (same formula, charge and spin)**: 0.000 eV
**HOMO (spin up / spin down)**: -0.4167 / -0.4175 Ha
**Spin multiplicity**: 4

Löwdin population analysis, charges in e, atoms 1 to 6: atom 1 (Re): 1.7677, atom 2 (C): -0.0453, atom 3 (C): -0.5513, atom 4 (C): -0.0178, atom 5 (C): -0.0474, atom 6 (C): -0.1163


Q: The highest max |F| belongs to which entry?
A: C21H21ClO6


Repeat the first record exactly.
# C18H19O7

The ion C18H19O7 with charge -1 (ωB97M-V/def2-TZVPD, OMol25).

The geometry in XYZ format:
```
44
C18H19O7 ωB97M-V/def2-TZVPD
C -1.291 2.786 0.862
C -1.717 1.600 0.017
C -1.679 1.741 -1.501
C -2.111 0.435 0.643
C -2.333 -0.968 0.019
C -1.955 -2.146 0.908
O -2.653 -3.288 0.425
C -0.393 -2.380 1.077
C -0.143 -3.795 1.656
C -0.986 -4.240 2.901
O -2.176 -4.579 2.631
O -0.451 -4.274 4.042
C 0.354 -2.429 -0.268
C 0.878 -1.083 -0.793
O 0.944 -0.890 -2.007
C 1.473 -0.151 0.175
C 2.395 0.819 -0.246
O 2.700 1.014 -1.551
C 2.931 1.710 0.676
C 2.591 1.626 2.021
C 1.669 0.647 2.439
O 1.344 0.571 3.772
C 1.130 -0.271 1.549
C 0.185 -1.325 2.019
O -0.327 -1.205 3.158
H -1.784 3.688 0.493
H -0.203 2.917 0.782
H -1.514 2.622 1.902
H -2.169 0.879 -2.004
H -2.137 2.655 -1.834
H -0.667 1.769 -1.871
H -2.242 0.479 1.755
H -3.392 -1.013 -0.272
H -1.780 -1.046 -0.924
H -2.399 -1.903 1.897
H -2.664 -3.961 1.141
H 0.906 -3.863 1.998
H -0.298 -4.547 0.897
H -0.305 -2.863 -1.022
H 1.260 -3.083 -0.214
H 2.130 0.347 -2.038
H 3.595 2.465 0.260
H 2.950 2.341 2.752
H 0.599 -0.098 3.846
```

Computed properties:
**Orbital gap**: 6.71 eV
**E_tot**: -1224.0885 hartree
**Structure (SMILES)**: CC(C)=CC[C@@H](O)[C@@]1(CC(=O)[O-])CC(=O)c2c(O)ccc(O)c2C1=O
**Total charge**: -1
**Max |F|**: 2.57 eV Å⁻¹
**Energy relative to the best compared isomer or geometry (same formula, charge and spin)**: 0.000 eV
**HOMO**: -0.1811 Ha
**Spin multiplicity**: 1

Löwdin population analysis, charges in e, atoms 1 to 6: atom 1 (C): -0.0665, atom 2 (C): -0.3244, atom 3 (C): -0.0539, atom 4 (C): -0.0411, atom 5 (C): -0.1202, atom 6 (C): -0.3121